No. 1
A structure of composition C9H10N2O3 in a non-equilibrium geometry, computed with the ωB97M-V functional and the def2-TZVPD basis.

Structure (XYZ):
```
24
Properties=species:S:1:pos:R:3:nbo_charge:R:1
C 0.42 2.80 -1.41 -0.19
C -0.61 2.06 -2.04 -0.21
C 1.32 2.11 -0.53 -0.19
C -0.65 0.69 -1.90 -0.19
C 1.22 0.76 -0.27 -0.17
C 0.12 0.09 -0.82 -0.08
C 0.10 -1.87 2.18 -0.70
C -0.08 -1.37 -0.62 -0.09
C -0.88 -1.42 1.24 -0.07
N 1.00 -2.22 -0.81 0.12
N -1.26 -0.05 1.27 0.46
O 1.87 -2.30 0.04 -0.28
O -2.46 0.27 1.05 -0.39
O -0.37 0.74 1.65 -0.37
H 0.63 3.90 -1.59 0.23
H -1.35 2.56 -2.63 0.22
H 2.10 2.55 -0.04 0.21
H -1.61 0.23 -2.20 0.22
H 1.83 0.30 0.46 0.23
H 0.95 -1.06 2.44 0.27
H -0.31 -2.18 3.16 0.24
H 0.74 -2.80 1.82 0.26
H -0.88 -1.74 -1.28 0.22
H -1.83 -2.03 0.84 0.26
```

Computed properties:
Gap between HOMO and LUMO (alpha / beta) (eV): 7.6 / 7.6
DFT total energy (eV): -18609.459
Multiplicity: 1
Energy above the lowest of the compared OMol25 structures with the same formula, charge and spin (kcal/mol): 209.8
HOMO level (alpha / beta) (eV): -8.829 / -8.831


No. 2
The molecule C9H10N2S in a non-equilibrium geometry, computed with the ωB97M-V functional and the def2-TZVPD basis.

Structure (XYZ):
```
22
Properties=species:S:1:pos:R:3:nbo_charge:R:1
C -3.77 -1.10 0.18 0.28
C -1.53 -1.37 0.69 -0.07
C -0.01 0.57 -1.26 0.23
C -2.44 -0.56 0.19 -0.20
C -2.26 0.76 -0.32 0.10
C -3.21 1.68 -0.09 -0.34
C -0.23 -0.83 0.99 -0.51
C 0.79 -0.70 -0.17 -0.14
C 2.22 -0.28 0.17 -0.66
N -4.85 -1.48 0.29 -0.31
N -1.13 1.03 -1.09 -0.45
S 0.72 -2.20 -1.27 -0.04
H -1.73 -2.43 1.06 0.24
H 0.70 0.72 -2.05 0.17
H -3.23 2.75 -0.34 0.22
H -3.81 1.40 0.77 0.20
H -0.31 0.23 1.30 0.24
H 0.32 -1.42 1.79 0.23
H 2.47 0.73 -0.15 0.22
H 3.07 -0.79 -0.21 0.23
H 2.34 -0.23 1.21 0.22
H 1.63 -1.93 -2.18 0.12
```

Computed properties:
Gap between HOMO and LUMO (eV): 8.0
DFT total energy (eV): -23306.728
Multiplicity: 1
Energy above the lowest of the compared OMol25 structures with the same formula, charge and spin (kcal/mol): 93.0
HOMO level (eV): -8.265


No. 3
The molecule C9H10N4 in a non-equilibrium geometry, computed with the ωB97M-V functional and the def2-TZVPD basis.

Structure (XYZ):
```
23
Properties=species:S:1:pos:R:3:nbo_charge:R:1
C 2.31 1.56 0.08 -0.67
C 1.54 0.22 0.03 0.04
C 2.29 -1.05 -0.17 -0.22
C 1.66 -2.26 -0.23 -0.21
C 0.31 -2.35 0.10 -0.21
C -0.47 -1.16 0.31 0.21
C -2.50 -0.47 0.03 0.57
C -0.88 1.14 0.03 0.48
C 0.14 0.08 0.12 -0.21
H 2.02 2.25 -0.78 0.21
H 3.50 1.24 -0.13 0.24
H 2.21 2.28 0.90 0.23
H 3.33 -0.96 -0.37 0.20
H 2.27 -3.13 -0.08 0.22
H -0.19 -3.30 0.15 0.22
H -4.43 0.31 -0.14 0.41
H -4.29 -1.46 -0.22 0.39
H -1.06 3.07 -0.05 0.39
H 0.52 2.63 0.13 0.40
N -1.80 -1.35 0.62 -0.54
N -3.85 -0.50 -0.27 -0.81
N -2.14 0.83 -0.29 -0.58
N -0.48 2.39 0.22 -0.75
```

Computed properties:
Gap between HOMO and LUMO (eV): 8.6
DFT total energy (eV): -15454.823
Multiplicity: 1
Energy above the lowest of the compared OMol25 structures with the same formula, charge and spin (kcal/mol): 31.0
HOMO level (eV): -8.007


No. 4
The ion C9H10NO2 with charge +1 in a non-equilibrium geometry, computed with the ωB97M-V functional and the def2-TZVPD basis.

Structure (XYZ):
```
22
Properties=species:S:1:pos:R:3:nbo_charge:R:1
C -3.07 -0.45 -0.19 -0.18
C -3.03 0.97 0.03 -0.15
C -1.96 -1.18 -0.13 -0.17
C -1.74 1.55 0.23 -0.23
C -0.66 -0.65 0.10 -0.08
C -0.65 0.72 0.35 0.25
C 1.81 -0.66 -0.30 0.02
C 0.56 -1.53 0.27 -0.42
C 1.71 0.91 -0.11 0.71
N 2.82 1.59 -0.24 -0.69
O 3.02 -1.09 0.21 -0.69
O 0.59 1.40 0.24 -0.41
H -3.96 -0.93 -0.40 0.23
H -3.94 1.57 -0.11 0.24
H -2.14 -2.17 -0.43 0.23
H -1.65 2.60 0.28 0.24
H 1.80 -0.87 -1.38 0.23
H 0.80 -1.68 1.30 0.22
H 0.33 -2.55 -0.27 0.27
H 2.86 2.65 -0.10 0.45
H 2.83 -1.42 1.16 0.49
H 3.67 1.19 -0.49 0.45
```

Computed properties:
Gap between HOMO and LUMO (eV): 9.1
DFT total energy (eV): -15072.572
Multiplicity: 1
Energy above the lowest of the compared OMol25 structures with the same formula, charge and spin (kcal/mol): 0.0
Net charge: +1
HOMO level (eV): -12.911


No. 5
The molecule C9H10O in a non-equilibrium geometry, computed with the ωB97M-V functional and the def2-TZVPD basis.

Structure (XYZ):
```
20
Properties=species:S:1:pos:R:3:nbo_charge:R:1
C 1.61 1.52 -0.01 -0.18
C 1.01 0.52 -0.30 -0.08
C -2.14 0.98 0.68 -0.20
C -2.09 0.25 -0.39 -0.22
C -1.29 1.09 1.91 -0.23
C -1.04 -0.67 -0.92 -0.26
C -0.59 0.06 2.37 -0.36
C 0.31 -0.62 -0.85 0.24
C 2.33 -1.48 -1.82 -0.26
O 1.06 -1.71 -1.25 -0.51
H 2.01 2.39 0.47 0.24
H -2.98 1.61 0.96 0.20
H -2.90 0.34 -1.06 0.21
H -1.21 2.04 2.44 0.20
H -1.29 -1.45 -1.65 0.23
H -0.69 -0.89 1.87 0.20
H 0.02 0.13 3.23 0.19
H 2.54 -2.31 -2.53 0.21
H 3.10 -1.32 -0.88 0.18
H 2.23 -0.46 -2.27 0.19
```

Computed properties:
Gap between HOMO and LUMO (eV): 8.5
DFT total energy (eV): -11537.433
Multiplicity: 1
Energy above the lowest of the compared OMol25 structures with the same formula, charge and spin (kcal/mol): 77.2
HOMO level (eV): -8.131


No. 6
The molecule C9H10O in a non-equilibrium geometry, computed with the ωB97M-V functional and the def2-TZVPD basis.

Structure (XYZ):
```
20
Properties=species:S:1:pos:R:3:nbo_charge:R:1
C 1.64 0.14 -0.62 -0.04
C 0.45 0.40 -0.53 0.00
C 3.94 0.12 0.43 -0.36
C -1.90 0.98 1.58 -0.36
C -1.16 -1.88 0.13 -0.40
C 2.95 -0.39 -0.26 -0.25
C -1.79 1.24 0.31 -0.19
C -1.62 -0.89 -0.65 -0.15
C -1.05 0.52 -0.74 0.10
O -1.30 1.04 -2.07 -0.69
H 4.65 -0.63 0.73 0.21
H 3.85 1.07 0.87 0.20
H -2.75 1.34 2.11 0.21
H -1.44 0.06 2.00 0.20
H -1.61 -2.79 0.20 0.20
H -0.11 -1.70 0.57 0.20
H 3.08 -1.40 -0.66 0.21
H -2.40 1.93 -0.15 0.21
H -2.56 -1.05 -1.09 0.21
H -0.86 1.91 -2.13 0.48
```

Computed properties:
Gap between HOMO and LUMO (eV): 10.1
DFT total energy (eV): -11537.406
Multiplicity: 1
Energy above the lowest of the compared OMol25 structures with the same formula, charge and spin (kcal/mol): 77.8
HOMO level (eV): -9.281


No. 7
The molecule C9H10O3, computed with the ωB97M-V functional and the def2-TZVPD basis.

Structure (XYZ):
```
22
Properties=species:S:1:pos:R:3:nbo_charge:R:1
C 2.14 -1.90 0.86 -0.63
C 1.52 -0.69 0.22 0.02
C 2.16 -0.01 -0.82 -0.22
C 1.57 1.09 -1.42 -0.18
C 0.32 1.53 -0.99 -0.26
C -0.33 0.87 0.05 0.02
C -1.66 1.39 0.53 -0.11
O -2.51 0.39 1.09 -0.52
C -2.82 -0.73 0.37 0.98
O -3.15 -1.74 0.91 -0.57
O -2.81 -0.59 -0.97 -0.68
C 0.27 -0.23 0.65 -0.25
H 3.16 -1.68 1.18 0.22
H 1.57 -2.22 1.73 0.22
H 2.16 -2.73 0.16 0.23
H 3.13 -0.36 -1.16 0.21
H 2.08 1.60 -2.22 0.21
H -0.14 2.38 -1.48 0.21
H -2.18 1.95 -0.26 0.17
H -1.51 2.10 1.35 0.22
H -2.74 0.33 -1.24 0.49
H -0.23 -0.75 1.46 0.23
```

Computed properties:
Gap between HOMO and LUMO (eV): 10.0
DFT total energy (eV): -15638.002
Multiplicity: 1
Energy above the lowest of the compared OMol25 structures with the same formula, charge and spin (kcal/mol): 0.0
HOMO level (eV): -9.424


No. 8
The ion C9H11Br2N2O with charge +1 in a non-equilibrium geometry, computed with the ωB97M-V functional and the def2-TZVPD basis.

Structure (XYZ):
```
25
Properties=species:S:1:pos:R:3:nbo_charge:R:1
C 3.57 0.47 -0.60 -0.13
C 2.93 1.26 0.27 -0.21
C 3.10 -0.74 -0.98 -0.20
C 1.78 0.82 0.89 0.08
C 1.89 -1.15 -0.41 0.04
C -2.75 -0.40 0.48 -0.52
C -3.67 0.22 -0.52 -0.40
C -1.37 -0.03 0.14 -0.20
C -0.28 -0.97 0.89 0.07
N -0.27 -2.27 0.63 0.08
N 1.32 -0.38 0.48 -0.27
O -1.30 -2.88 0.42 -0.17
Br -5.59 0.02 -0.06 0.03
Br -0.97 1.97 0.22 0.05
H 4.53 0.90 -1.11 0.26
H 3.22 2.29 0.39 0.26
H 3.73 -1.43 -1.73 0.28
H 1.09 1.27 1.53 0.25
H 1.55 -2.18 -0.42 0.26
H -2.81 -1.46 0.56 0.27
H -2.99 0.07 1.41 0.23
H -3.52 1.25 -0.57 0.22
H -3.47 -0.02 -1.54 0.22
H -1.24 -0.43 -0.89 0.22
H -0.28 -0.67 1.98 0.28
```

Computed properties:
Gap between HOMO and LUMO (eV): 7.3
DFT total energy (eV): -154612.390
Multiplicity: 1
Energy above the lowest of the compared OMol25 structures with the same formula, charge and spin (kcal/mol): 64.7
Net charge: +1
HOMO level (eV): -12.770


No. 9
The molecule C9H11BrFN in a non-equilibrium geometry, computed with the ωB97M-V functional and the def2-TZVPD basis.

Structure (XYZ):
```
23
Properties=species:S:1:pos:R:3:nbo_charge:R:1
C -0.66 -2.23 -0.60 -0.19
C -1.79 -1.55 -0.65 -0.28
C 0.22 -2.13 0.59 -0.21
C 0.93 -1.05 1.00 -0.23
C -2.06 -0.37 0.07 0.12
C 0.02 0.62 -0.69 -0.11
C 1.06 0.25 0.38 -0.03
C 0.15 2.04 -1.28 -0.61
C 1.01 1.35 1.44 -0.01
N -1.25 0.56 0.06 -0.42
F 1.73 1.00 2.57 -0.36
Br 2.90 0.09 -0.54 -0.05
H -0.47 -2.97 -1.42 0.23
H -2.35 -1.66 -1.65 0.22
H 0.24 -3.07 1.10 0.22
H 1.56 -1.23 1.94 0.25
H -3.00 -0.26 0.62 0.19
H 0.15 -0.19 -1.57 0.22
H 0.09 2.73 -0.51 0.21
H -0.69 2.18 -1.94 0.22
H 1.02 2.29 -1.76 0.23
H -0.09 1.22 1.60 0.22
H 1.26 2.39 1.23 0.19
```

Computed properties:
Gap between HOMO and LUMO (eV): 9.8
DFT total energy (eV): -83758.516
Multiplicity: 1
Energy above the lowest of the compared OMol25 structures with the same formula, charge and spin (kcal/mol): 0.0
HOMO level (eV): -9.386


No. 10
A structure of composition C9H11Cl2N7O6Rh in a non-equilibrium geometry, computed with the ωB97M-V functional and the def2-TZVPD basis.

Structure (XYZ):
```
36
Properties=species:S:1:pos:R:3:nbo_charge:R:1
Rh 0.03 -0.32 -0.04 1.29
N -1.44 1.24 1.84 -0.65
N -2.16 0.37 2.65 -0.41
C -1.77 -0.92 2.72 0.64
N -2.43 -1.75 3.51 -0.75
N -0.73 -1.21 1.94 -0.51
N -0.19 -2.44 1.84 0.64
O -0.49 -3.38 2.52 -0.35
O 0.69 -2.43 0.97 -0.42
H -0.95 1.93 2.40 0.38
H -2.01 1.69 1.13 0.40
H -2.99 0.68 3.13 0.40
H -3.21 -1.43 4.06 0.42
H -2.12 -2.71 3.58 0.45
Cl -2.48 1.23 -6.48 0.05
C -1.99 1.19 -4.83 -0.08
C -1.56 2.36 -4.22 -0.15
C -1.15 2.36 -2.90 -0.13
Cl -0.64 3.83 -2.16 0.05
C -1.14 1.17 -2.15 0.46
O -0.79 1.25 -0.88 -0.65
C -1.61 -0.01 -2.78 -0.28
C -1.75 -1.24 -2.06 0.47
O -1.43 -1.41 -0.87 -0.58
C -2.02 0.01 -4.12 -0.13
H -1.54 3.29 -4.77 0.26
H -2.20 -2.09 -2.56 0.19
H -2.37 -0.90 -4.59 0.24
N 1.91 0.23 0.64 -0.57
N 2.68 0.50 -0.50 -0.52
C 2.27 -0.02 -1.73 0.86
O 2.97 -0.02 -2.70 -0.58
O 1.02 -0.47 -1.74 -0.66
H 2.02 0.96 1.34 0.40
H 2.21 -0.66 1.06 0.39
H 3.63 0.81 -0.38 0.41
```

Computed properties:
Gap between HOMO and LUMO (eV): 7.2
DFT total energy (eV): -60270.098
Multiplicity: 1
Energy above the lowest of the compared OMol25 structures with the same formula, charge and spin (kcal/mol): 33.4
Net charge: +1
HOMO level (eV): -11.224